Below is a structure of composition C34H31Br3CdN9OS, with properties calculated with ωB97M-V/def2-TZVPD.

## Properties
net charge = +1
E_HOMO = -0.351 Ha
Kohn-Sham gap = 0.247 Ha
LUMO energy = -2.83 eV

Each line ends with the Mulliken charge.
Atoms and positions in Å:
Cd  -0.0025  -1.7309  -0.2428  3.41
Br  -4.3115  7.2677  0.6100  -0.18
C  -3.5474  6.1901  1.9646  -0.06
C  -3.9090  4.8537  2.0528  -0.33
C  -3.3422  4.0575  3.0319  0.38
C  -2.4237  4.6037  3.9220  -0.15
C  -2.1102  5.9537  3.8589  -0.29
C  -2.6549  6.7498  2.8625  -0.53
N  -1.8814  3.8504  5.0151  -0.71
N  -1.2671  2.7906  4.8511  -0.23
C  -0.9242  2.2624  3.5698  0.00
C  -0.4577  2.9937  2.5044  -0.49
C  -0.0197  2.3829  1.3235  -0.82
C  -0.0342  1.0073  1.1621  0.05
O  0.3404  0.4215  0.0608  -1.12
C  -0.4787  0.2198  2.2919  0.39
N  -0.4570  -1.1320  2.1595  -0.60
C  -0.8113  -1.8787  3.1777  -0.18
C  -1.2215  -1.3520  4.4134  -1.18
C  -1.2725  0.0055  4.5624  -0.67
C  -0.8981  0.8434  3.4865  1.14
H  -4.6272  4.4399  1.3598  0.28
H  -3.6116  3.0108  3.1057  0.41
H  -1.4315  6.3743  4.5896  0.43
H  -2.3996  7.7980  2.7961  0.44
H  -0.4142  4.0716  2.5752  0.45
H  0.3337  2.9952  0.5036  0.47
H  -0.7916  -2.9555  3.0266  0.43
H  -1.4881  -2.0179  5.2223  0.46
H  -1.5779  0.4577  5.4960  0.54
N  -0.6401  -3.8484  -1.1336  -0.65
C  0.3487  -4.8868  -0.8032  -0.67
C  0.7025  -4.8101  0.6755  -0.57
N  1.2352  -3.4808  0.9842  -0.60
H  -1.5557  -4.0919  -0.7691  0.20
H  -0.7462  -3.7381  -2.1357  0.22
H  1.2446  -4.6942  -1.3973  0.32
H  -0.0050  -5.8895  -1.0506  0.41
H  1.3963  -5.6162  0.9245  0.43
H  -0.2013  -4.9620  1.2718  0.32
H  2.1900  -3.3792  0.6534  0.18
H  1.2393  -3.2902  1.9784  0.22
Br  -2.4617  1.8019  -5.9392  -0.13
C  -1.8095  0.8106  -4.4834  -0.17
C  -0.5913  0.1621  -4.5664  -0.90
C  -0.1773  -0.5639  -3.4624  -0.54
N  -0.8839  -0.6635  -2.3395  0.34
C  -2.0523  -0.0234  -2.2620  0.24
C  -2.5558  0.7201  -3.3211  -0.76
C  -2.8234  -0.1605  -0.9907  0.73
C  -3.8174  0.7515  -0.6533  -0.72
C  -4.5528  0.5301  0.4958  -0.08
Br  -5.9178  1.7249  0.9879  -0.09
C  -4.2949  -0.5814  1.2792  -0.94
C  -3.2705  -1.4149  0.8741  -0.31
N  -2.5395  -1.2159  -0.2213  0.00
H  0.0165  0.2118  -5.4577  0.46
H  0.7721  -1.0866  -3.4694  0.49
H  -3.5195  1.2031  -3.2615  0.47
H  -4.0119  1.6231  -1.2601  0.42
H  -4.8616  -0.7858  2.1756  0.49
H  -3.0218  -2.2864  1.4666  0.51
N  2.6304  0.6966  -1.4270  -0.21
C  3.2471  -0.4316  -1.7844  0.49
S  2.4827  -1.9373  -1.5592  -0.68
N  4.4743  -0.2890  -2.3151  -0.12
C  5.4123  -1.2103  -2.8570  0.84
C  6.7372  -0.7796  -2.8634  -0.51
C  7.7312  -1.5766  -3.4005  -0.60
C  7.4143  -2.8168  -3.9365  -0.50
C  6.0947  -3.2369  -3.9355  -0.71
C  5.0864  -2.4432  -3.4045  -0.29
H  1.7625  0.6562  -0.8681  0.03
H  3.1038  1.5824  -1.5094  0.23
H  4.8479  0.6475  -2.2629  0.21
H  6.9928  0.1853  -2.4390  0.30
H  8.7548  -1.2273  -3.3958  0.37
H  8.1886  -3.4445  -4.3553  0.39
H  5.8333  -4.1965  -4.3617  0.37
H  4.0643  -2.7822  -3.4269  0.34

Cartesian forces, eV/Å:
0.09 0.06 0.14
0.00 -0.01 0.00
-0.01 0.00 -0.02
0.01 0.02 0.00
-0.01 -0.02 0.05
-0.05 0.07 -0.05
0.01 -0.01 0.01
0.00 -0.01 0.00
0.00 0.02 0.04
-0.03 -0.05 0.03
0.06 -0.05 -0.05
0.02 0.00 0.00
-0.01 0.05 0.03
-0.05 -0.10 0.09
0.04 0.13 -0.02
0.01 0.03 -0.06
-0.01 0.00 -0.18
-0.02 0.00 -0.01
-0.01 -0.01 0.00
0.00 0.00 0.00
-0.01 0.04 0.04
-0.01 0.00 -0.01
-0.01 0.01 0.00
0.00 0.00 0.00
0.00 0.00 0.00
0.02 0.00 -0.03
0.00 -0.01 -0.01
0.01 0.00 0.02
0.00 0.00 0.00
0.00 0.00 0.00
-0.05 0.02 0.00
0.03 0.03 0.00
-0.01 0.02 -0.03
0.00 -0.01 0.03
-0.01 0.00 -0.04
0.01 -0.02 0.00
-0.01 -0.01 -0.02
0.00 -0.01 0.01
-0.01 -0.01 -0.01
0.00 -0.02 0.01
0.01 -0.02 0.01
0.01 -0.02 0.01
0.01 0.00 0.01
0.01 -0.01 -0.01
-0.01 0.02 0.01
0.01 -0.01 0.01
0.01 -0.12 -0.05
0.04 0.04 0.03
-0.05 0.02 0.02
-0.08 -0.07 0.02
0.03 0.02 -0.03
-0.04 0.01 0.04
0.02 -0.01 -0.01
0.00 0.02 0.00
0.04 0.01 -0.01
0.04 0.01 -0.03
0.00 0.00 0.00
0.00 0.00 -0.01
0.01 -0.01 0.00
0.01 0.00 0.01
0.00 -0.01 0.00
0.02 0.00 0.02
0.02 -0.12 0.05
-0.09 0.07 0.04
0.00 -0.06 -0.02
-0.02 0.08 -0.04
0.10 -0.06 0.05
-0.01 -0.01 0.04
0.01 -0.02 -0.02
0.00 0.02 0.01
-0.02 -0.02 0.00
-0.04 0.03 -0.04
0.00 0.04 -0.02
-0.02 0.01 -0.02
-0.01 0.01 -0.03
-0.01 0.00 0.00
0.00 0.00 0.00
0.00 0.00 0.00
0.00 0.00 0.00
0.00 0.00 0.00